{
  "formula": "C2H4F4Si2",
  "method": "ωB97M-V/def2-TZVPD",
  "e_homo_ha": [-0.3646, -0.3226],
  "gap_ev": [8.5, 7.3],
  "fmax_ev_per_a": 3.08,
  "total_energy_ha": -1057.2154,
  "relative_energy_ev": 0.6425,
  "charge": 0,
  "symbols": ["C", "C", "F", "F", "F", "F", "Si", "Si", "H", "H", "H", "H"],
  "coordinates": [[-0.123529, 0.899066, -1.383179], [0.405944, -0.446217, 1.379720], [-1.987119, -0.919981, -0.241572], [-2.128308, 1.072932, 0.878687], [0.545054, -2.758579, -0.482893], [2.722422, -2.023119, 0.601738], [-0.937915, 0.260292, 0.171472], [1.388008, -1.428125, 0.071944], [-0.342822, 0.562820, -2.402949], [0.814253, 1.552673, -1.348678], [1.144233, 0.408912, 1.766822], [0.219724, -1.038168, 2.309212]],
  "forces_ev_per_angstrom": [[1.89, 0.06, 0.83], [1.45, 1.19, 0.23], [1.34, -0.10, -0.30], [1.05, 1.08, 0.24], [0.99, 1.67, 0.75], [1.29, -0.34, 0.41], [-1.34, -1.34, 0.06], [-2.94, -0.33, -0.87], [-0.23, 0.06, 0.54], [-1.54, -0.81, 0.08], [-1.49, -1.52, -1.12], [-0.48, 0.38, -0.86]]
}